Computed, not measured: a cluster of 3 separate species, C7H16O3 in total in a non-equilibrium geometry, with ωB97M-V/def2-TZVPD.

Values from the calculation:
orbital gap	10.705	eV
SMILES	C=CCCCCC=O.O.O
ΔE to the lowest compared entry with this formula, charge and spin	56.2	kcal/mol
LUMO	0.024	Ha
E	-13658.84940	eV

Each line ends with the natural charge from an NBO analysis.
Element x y z (Å)
O: 2.291 0.093 3.219  -0.51
C: 2.162 0.521 2.104  0.45
C: 1.499 -0.252 0.982  -0.54
C: 1.089 0.672 -0.170  -0.44
C: -0.204 1.483 0.064  -0.41
C: -1.394 0.830 0.887  -0.46
C: -2.311 0.022 -0.005  -0.17
C: -3.102 0.517 -0.944  -0.40
H: 2.534 1.542 1.851  0.11
H: 0.627 -0.781 1.366  0.22
H: 2.110 -1.086 0.607  0.25
H: 1.883 1.266 -0.615  0.23
H: 0.859 0.123 -1.109  0.22
H: -0.784 1.470 -0.865  0.23
H: -0.069 2.509 0.377  0.21
H: -2.023 1.669 1.269  0.22
H: -1.005 0.372 1.798  0.21
H: -2.072 -1.033 0.105  0.17
H: -3.747 -0.036 -1.598  0.22
H: -3.169 1.609 -0.873  0.19
H: 0.304 -1.695 -2.946  0.49
H: -0.473 -0.967 -3.997  0.47
O: 0.365 -0.928 -3.528  -0.95
H: -0.761 -2.358 -0.305  0.47
H: 0.055 -1.339 -0.777  0.47
O: -0.271 -2.193 -1.115  -0.94